Density functional theory data (wB97M-V/def2-TZVPD) for a molecular structure, C30H35N15O2STi.

The LUMO energy (alpha / beta) is -0.946 / -0.618 eV. The calculation puts the energy above the lowest of the compared OMol25 structures with the same formula, charge and spin at 6.64 kcal per mole. The value obtained for the orbital gap (alpha / beta) is 4.6 / 6.8 eV. The spin multiplicity is 3. Its total energy is -3383.75429 Eh. Its expectation value of S² is 2.0943.

Last column: Löwdin spin population.
Cartesian coordinates (Å):
Ti1 0.148 -0.663 -0.988  0.142
C1 0.857 0.367 6.065  -0.006
C2 0.630 0.405 4.574  0.012
C3 0.440 1.600 3.908  0.161
C4 0.238 1.687 2.499  0.036
C5 -0.103 2.925 1.942  0.256
N1 -0.350 3.221 0.647  0.198
C6 -1.126 4.389 0.265  0.014
C7 -2.567 4.053 -0.160  0.020
C8 -3.238 2.936 0.663  0.016
N2 -3.134 1.622 0.049  0.196
C9 -3.906 1.317 -1.020  0.269
C10 -3.703 0.300 -1.964  0.038
C11 -4.653 0.135 -3.010  0.130
C12 -4.480 -0.737 -4.062  0.005
C13 -5.517 -0.883 -5.146  -0.006
C14 -3.307 -1.489 -4.112  0.162
C15 -2.348 -1.387 -3.094  0.000
C16 -1.214 -2.283 -3.135  -0.002
N3 -0.217 -2.315 -2.323  -0.028
C17 0.672 -3.488 -2.435  -0.002
C18 1.218 -3.902 -1.064  -0.001
C19 0.229 -3.612 0.055  -0.002
N4 0.281 -2.193 0.467  -0.020
C20 0.391 -1.982 1.735  0.008
C21 0.435 -0.736 2.434  0.009
C22 0.592 -0.770 3.837  0.191
C23 0.335 0.475 1.749  0.055
O1 0.290 0.484 0.425  0.004
C24 -2.555 -0.554 -1.989  0.074
O2 -1.708 -0.588 -0.965  -0.009
H1 0.872 1.374 6.480  0.000
H2 1.808 -0.114 6.300  -0.002
H3 0.067 -0.196 6.566  -0.002
H4 0.425 2.528 4.471  0.007
H5 -0.213 3.756 2.630  0.013
H6 -0.269 2.499 -0.057  0.003
H7 -0.632 4.889 -0.569  0.003
H8 -1.131 5.072 1.115  0.000
H9 -2.553 3.741 -1.205  0.001
H10 -3.163 4.967 -0.092  0.003
H11 -4.299 3.159 0.779  0.001
H12 -2.803 2.871 1.661  0.002
H13 -2.231 1.170 0.078  0.004
H14 -4.775 1.952 -1.154  0.014
H15 -5.542 0.757 -2.978  0.005
H16 -6.349 -0.198 -4.988  0.000
H17 -5.910 -1.900 -5.175  -0.002
H18 -5.083 -0.668 -6.124  -0.002
H19 -3.128 -2.169 -4.938  0.011
H20 -1.258 -3.045 -3.914  0.000
H21 1.499 -3.276 -3.116  -0.001
H22 0.100 -4.314 -2.860  0.000
H23 2.133 -3.356 -0.853  0.000
H24 1.448 -4.968 -1.085  0.000
H25 0.449 -4.249 0.912  0.000
H26 -0.792 -3.833 -0.267  -0.001
H27 0.431 -2.860 2.384  0.000
H28 0.698 -1.731 4.332  0.013
N5 1.322 0.392 -4.100  0.000
C25 2.127 -0.398 -3.319  0.001
N6 3.185 -1.028 -3.761  0.000
N7 3.656 -1.696 -2.680  0.000
N8 2.926 -1.485 -1.656  0.001
N9 1.907 -0.634 -2.007  0.000
C26 0.410 1.214 -3.487  0.000
N10 -0.097 2.317 -3.990  0.000
N11 -0.908 2.779 -3.018  0.000
N12 -0.897 1.995 -2.003  0.001
N13 -0.057 0.961 -2.262  0.001
H29 1.696 0.691 -4.986  0.000
C27 5.446 1.323 3.182  0.000
N14 4.958 -0.032 3.334  0.000
C28 5.293 -0.933 4.337  0.000
C29 4.631 -2.075 4.093  0.000
N15 3.892 -1.861 2.939  0.003
C30 4.082 -0.601 2.456  0.000
S1 3.408 0.096 1.105  0.000
H30 6.242 1.495 3.902  0.000
H31 4.635 2.034 3.339  0.000
H32 5.818 1.460 2.169  0.000
H33 5.966 -0.675 5.135  0.000
H34 4.624 -3.006 4.629  0.000
H35 3.304 -2.524 2.469  0.000

Density functional theory data (wB97M-V/def2-TZVPD) for 6 unconnected molecules or ions with the total composition C20H36BrN2O20.

The LUMO energy is 2.204 eV. As for the charge: -1. The value obtained for the orbital gap is 7.2 eV. The spin multiplicity is 1. Its total energy is -4972.02276 Eh.

Last column: Löwdin charge in e.
Cartesian coordinates (Å):
O1 1.553 0.781 4.687  0.056
N1 2.115 -0.035 4.065  -0.046
O2 2.174 0.317 2.696  -0.127
C1 1.432 -0.726 1.970  -0.222
N2 0.031 -0.498 1.962  0.014
C2 -0.714 -1.195 3.007  -0.245
C3 -2.179 -0.667 2.959  -0.143
C4 -2.191 0.818 2.634  -0.765
O3 -1.550 1.620 3.236  0.028
Br1 -3.369 1.365 1.133  0.635
C5 -0.802 -2.732 2.787  -0.696
O4 -1.836 -3.276 3.241  -0.059
O5 0.115 -3.304 2.164  -0.056
H1 1.726 -1.684 2.396  0.106
H2 1.806 -0.695 0.952  0.128
H3 -0.372 -0.653 1.051  0.130
H4 -0.363 -0.976 4.010  0.134
H5 -2.702 -0.838 3.891  0.129
H6 -2.652 -1.196 2.139  0.094
C6 5.611 -3.593 -1.238  -0.046
O6 5.128 -2.437 -0.552  0.016
C7 5.864 -2.070 0.495  -0.624
O7 6.863 -2.617 0.883  0.118
O8 5.299 -0.994 1.038  0.004
C8 5.981 -0.487 2.183  -0.042
H7 4.926 -3.783 -2.058  0.090
H8 6.608 -3.412 -1.639  0.099
H9 5.616 -4.458 -0.579  0.088
H10 6.992 -0.176 1.920  0.094
H11 6.005 -1.230 2.978  0.099
H12 5.426 0.379 2.533  0.089
C9 0.434 6.427 -2.429  -0.037
O9 -0.140 5.255 -1.854  -0.065
C10 0.130 5.094 -0.546  -0.615
O10 0.790 5.841 0.124  0.129
O11 -0.457 3.979 -0.147  0.008
C11 -0.263 3.660 1.243  -0.017
H13 0.144 6.438 -3.478  0.093
H14 0.049 7.323 -1.945  0.097
H15 1.520 6.396 -2.363  0.099
H16 -0.679 4.443 1.874  0.104
H17 0.794 3.518 1.459  0.105
H18 -0.790 2.735 1.440  0.032
C12 -1.229 3.227 -3.554  -0.017
O12 -0.646 3.166 -4.869  0.007
C13 -0.765 1.991 -5.475  -0.628
O13 -1.303 1.012 -5.032  0.129
O14 -0.180 2.081 -6.676  -0.005
C14 -0.235 0.877 -7.438  -0.052
H19 -1.058 4.237 -3.171  0.069
H20 -2.300 3.032 -3.605  0.103
H21 -0.747 2.515 -2.887  0.106
H22 -1.268 0.595 -7.639  0.095
H23 0.283 0.070 -6.922  0.097
H24 0.268 1.077 -8.380  0.089
C15 2.983 -5.630 0.729  -0.001
O15 3.640 -5.506 -0.544  -0.033
C16 3.727 -6.630 -1.238  -0.621
O16 3.320 -7.711 -0.907  0.130
O17 4.358 -6.357 -2.389  -0.013
C17 4.522 -7.486 -3.243  -0.047
H25 2.979 -4.645 1.185  0.096
H26 1.955 -5.957 0.602  0.105
H27 3.528 -6.318 1.373  0.099
H28 3.555 -7.894 -3.532  0.097
H29 5.125 -8.252 -2.757  0.096
H30 5.040 -7.137 -4.132  0.090
C18 -9.039 1.545 0.679  -0.041
O18 -9.156 2.719 1.484  0.001
C19 -8.310 2.754 2.514  -0.626
O19 -7.505 1.909 2.792  0.131
O20 -8.513 3.891 3.181  0.001
C20 -7.662 4.056 4.316  -0.042
H31 -9.772 1.634 -0.118  0.090
H32 -8.044 1.475 0.242  0.099
H33 -9.257 0.654 1.265  0.098
H34 -6.617 4.079 4.013  0.100
H35 -7.828 3.260 5.040  0.097
H36 -7.921 5.009 4.770  0.090

Density functional theory data (wB97M-V/def2-TZVPD) for a molecular structure, C10H21N3NiP.

The LUMO energy (alpha / beta) is 3.345 / 2.607 eV. The calculation puts the energy above the lowest of the compared OMol25 structures with the same formula, charge and spin at 0.00 kcal per mole. As for the charge: -1. The value obtained for the orbital gap (alpha / beta) is 2.8 / 7.7 eV. The spin multiplicity is 3. Its total energy is -2407.35863 Eh. Its expectation value of S² is 2.0425.

Last column: Löwdin spin population.
Cartesian coordinates (Å):
C1 0.739 1.079 -3.281  0.254
C2 0.576 0.332 -4.429  0.018
C3 0.300 -1.052 -4.473  0.285
C4 0.194 -1.859 -3.316  0.022
C5 0.346 -1.373 -2.043  0.252
Ni1 0.591 0.443 -1.552  0.080
P1 0.632 2.499 -1.023  0.050
H1 1.000 2.145 -3.513  0.021
H2 0.664 0.842 -5.397  -0.007
H3 0.174 -1.517 -5.452  0.018
H4 0.262 -2.135 -1.224  0.021
H5 -0.014 -2.928 -3.472  -0.006
H6 -0.475 2.992 -0.279  0.018
H7 0.724 3.534 -1.976  0.004
H8 1.728 2.859 -0.193  0.017
C6 2.096 -0.450 2.594  0.124
N1 0.642 -0.404 2.559  0.012
C7 0.010 -0.564 3.853  0.263
C8 -0.002 -0.223 1.371  0.035
N2 0.754 -0.159 0.270  0.010
N3 -1.345 -0.116 1.250  0.007
C9 -2.313 0.124 2.306  0.136
C10 -1.940 -0.228 -0.072  0.032
H9 2.399 -0.571 3.635  0.030
H10 2.537 0.476 2.203  0.020
H11 2.478 -1.308 2.023  0.016
H12 -0.304 0.403 4.273  0.072
H13 -0.819 -1.280 3.820  0.044
H14 0.771 -0.972 4.525  0.044
H15 1.700 -0.414 0.546  0.004
H16 -3.064 0.827 1.923  0.019
H17 -2.843 -0.805 2.567  0.029
H18 -1.870 0.572 3.194  0.035
H19 -1.680 0.629 -0.712  0.006
H20 -1.625 -1.150 -0.566  0.009
H21 -3.022 -0.248 0.062  0.005

Density functional theory data (wB97M-V/def2-TZVPD) for a molecular structure, C33H32N5ORuS.

The LUMO energy (alpha / beta) is -6.134 / -6.169 eV. The calculation puts the energy above the lowest of the compared OMol25 structures with the same formula, charge and spin at 53.51 kcal per mole. As for the charge: +2. The value obtained for the orbital gap (alpha / beta) is 6.1 / 7.8 eV. The spin multiplicity is 2. Its total energy is -2118.19712 Eh. Its expectation value of S² is 0.7989.

Last column: Löwdin spin population.
Cartesian coordinates (Å):
Ru1 -0.595 -0.282 -0.281  0.001
C1 -1.542 0.371 -3.079  0.000
C2 -0.204 1.122 -3.110  0.000
C3 -0.264 2.170 -2.051  0.000
C4 -0.258 3.519 -2.368  0.000
C5 -0.423 4.461 -1.374  0.000
C6 -0.613 4.012 -0.079  0.000
C7 -0.618 2.655 0.166  0.000
N1 -0.426 1.715 -0.787  0.000
N2 -1.459 -0.774 -2.134  0.000
C8 -2.824 -1.267 -1.851  0.001
C9 -3.485 -0.483 -0.750  0.000
C10 -4.866 -0.392 -0.666  0.000
C11 -5.430 0.260 0.417  0.000
C12 -4.595 0.807 1.384  0.000
C13 -3.231 0.688 1.221  0.000
N3 -2.680 0.057 0.176  0.000
C14 -0.626 -1.812 -2.826  0.000
C15 0.171 -2.493 -1.766  0.002
C16 -0.260 -3.822 -1.386  0.005
C17 -0.976 -4.010 -0.259  0.020
C18 -1.254 -2.955 0.704  0.045
C19 -0.294 -2.237 1.360  0.025
N4 0.965 -1.654 -1.114  0.007
H1 -1.841 0.009 -4.067  0.000
H2 -2.340 1.023 -2.718  0.000
H3 0.015 1.543 -4.088  0.000
H4 0.606 0.432 -2.859  0.000
H5 -0.129 3.812 -3.399  0.000
H6 -0.425 5.517 -1.605  0.000
H7 -0.773 4.695 0.741  0.000
H8 -0.776 2.279 1.161  0.000
H9 -2.765 -2.323 -1.576  0.001
H10 -3.437 -1.208 -2.756  0.000
H11 -5.481 -0.827 -1.439  0.000
H12 -6.503 0.340 0.506  0.000
H13 -4.991 1.324 2.244  0.000
H14 -2.536 1.105 1.940  0.000
H15 0.024 -1.302 -3.531  0.000
H16 -1.263 -2.491 -3.393  0.000
H17 -0.235 -4.613 -2.126  0.000
H18 -1.470 -4.958 -0.089  0.001
H19 -2.279 -2.841 1.044  0.002
H20 -0.570 -1.660 2.235  0.005
N5 5.669 -5.207 -0.148  -0.029
C20 4.735 -4.596 0.114  -0.004
C21 3.566 -3.834 0.441  0.017
C22 3.043 -3.893 1.767  0.283
C23 1.830 -3.309 2.126  -0.007
C24 1.112 -2.613 1.175  0.244
C25 1.796 -2.223 -0.081  0.078
C26 2.932 -3.072 -0.492  0.221
H21 3.593 -4.473 2.498  0.015
H22 1.412 -3.502 3.106  -0.006
H23 2.372 -1.340 0.337  0.053
H24 3.306 -2.977 -1.504  0.010
C27 1.496 0.356 3.816  0.001
S1 1.650 0.462 2.052  0.008
O1 0.196 0.417 1.563  0.002
C28 2.225 2.106 1.778  0.000
C29 2.887 2.295 0.569  0.001
C30 3.300 3.567 0.206  0.000
C31 3.062 4.636 1.057  0.000
C32 2.406 4.442 2.267  0.000
C33 1.978 3.177 2.632  0.000
H25 0.808 1.112 4.188  0.000
H26 2.483 0.463 4.265  0.000
H27 1.097 -0.635 4.028  0.000
H28 3.080 1.454 -0.088  0.001
H29 3.820 3.721 -0.729  0.000
H30 3.401 5.625 0.784  0.000
H31 2.234 5.280 2.928  0.000
H32 1.463 3.047 3.574  0.000

no.,largest force on an atom (eV Å⁻¹)
1,1.05
2,2.11
3,1.86
4,2.59